{
  "formula": "C13H21BrO6",
  "method": "ωB97M-V/def2-TZVPD",
  "elements": ["C", "C", "Br", "C", "C", "O", "C", "O", "O", "C", "C", "C", "C", "C", "O", "O", "H", "H", "H", "H", "H", "H", "H", "H", "H", "H", "H", "H", "H", "H", "H", "C", "C", "O", "C", "H", "H", "H", "H", "H", "H"],
  "coordinates": [[-1.183762, 2.102991, -2.381697], [-2.242093, 0.895687, -2.674866], [-2.606081, 0.641123, -4.623649], [-1.892043, -0.459122, -1.886024], [-0.605331, -1.256150, -2.426986], [0.210206, -0.674842, -3.482258], [1.479530, -1.378669, -3.561450], [2.197564, -1.456047, -4.593606], [1.754861, -1.898493, -2.249993], [0.613472, -1.550643, -1.384130], [0.851650, -0.269186, -0.447119], [2.270152, -0.252438, 0.318181], [2.214392, 1.006651, 1.352390], [3.046746, 2.282212, 0.854482], [2.815167, 3.388689, 1.432673], [3.994576, 2.293476, -0.216688], [-1.599485, 3.131427, -2.655724], [-0.180671, 1.925958, -2.902020], [-0.989091, 2.042832, -1.238113], [-3.240296, 1.278937, -2.224632], [-1.864002, -0.199712, -0.768937], [-2.806647, -1.158398, -2.026863], [-1.042497, -2.310229, -2.645288], [0.482217, -2.547952, -0.807266], [0.748824, 0.735312, -0.985074], [0.025206, -0.315253, 0.376911], [3.169772, -0.203271, -0.386314], [2.347169, -1.266510, 0.873196], [2.485125, 0.678206, 2.430218], [1.110196, 1.354247, 1.415927], [3.545916, 2.827034, -0.926193], [-0.490872, -1.739148, 3.881057], [-1.522171, -0.851800, 3.236895], [-1.543933, -0.679091, 2.030313], [-2.525363, -0.186062, 4.140039], [0.164865, -2.150993, 3.110191], [0.113741, -1.158647, 4.581288], [-0.982658, -2.564744, 4.399758], [-2.011064, 0.463379, 4.851666], [-3.107608, -0.942740, 4.670258], [-3.205681, 0.421978, 3.539451]],
  "forces_ev_per_angstrom": [[-0.03, -1.01, 0.35], [-0.08, 1.28, 1.83], [0.26, 0.06, 1.09], [-0.56, 0.48, -1.02], [0.89, -1.98, 1.93], [1.00, -1.65, -0.49], [1.04, 0.25, -1.43], [-3.54, 0.37, 5.34], [-1.39, 1.71, -2.65], [-0.81, 0.08, 0.68], [0.49, -0.54, 0.67], [-0.78, -0.42, 0.42], [0.13, -0.85, -0.81], [-0.96, 4.12, 2.32], [0.85, -4.47, -2.33], [-2.49, -0.58, 0.58], [0.51, -1.59, 0.32], [-1.50, 0.23, 0.59], [-0.40, 0.35, -1.86], [1.58, -0.82, -0.97], [0.31, -0.39, -1.62], [1.62, 1.13, 0.20], [1.06, 1.74, -0.60], [-0.08, 2.00, -0.56], [0.01, -1.60, 0.35], [1.45, 0.07, -1.52], [-1.40, 0.12, 0.95], [0.01, 1.75, -0.66], [-0.03, 0.85, -1.89], [1.95, -0.31, -0.10], [0.84, -0.43, 0.94], [0.20, -0.09, -0.38], [-0.04, 0.11, -0.63], [0.02, -0.06, 0.53], [-0.20, 0.19, -0.34], [-0.10, 0.06, 0.09], [-0.13, -0.12, 0.15], [0.07, 0.12, 0.17], [-0.06, -0.17, 0.13], [0.13, 0.07, 0.16], [0.11, -0.10, 0.07]],
  "e_homo_ev": -10.0340,
  "total_energy_ha": -3533.313676,
  "gap_ev": 10.34,
  "lumo_energy_ev": 0.30,
  "smiles": "C[C@@H](Br)C[C@H]1OC(=O)O[C@H]1CCCC(=O)O.CC(C)=O"
}

---

{
  "formula": "C27H57N10S3SbV",
  "method": "ωB97M-V/def2-TZVPD",
  "elements": ["V", "C", "N", "C", "C", "N", "C", "C", "N", "C", "C", "N", "C", "N", "C", "C", "N", "C", "C", "C", "C", "N", "C", "N", "C", "C", "N", "C", "C", "N", "C", "C", "H", "H", "H", "H", "H", "H", "H", "H", "H", "H", "H", "H", "H", "H", "H", "H", "H", "H", "H", "H", "H", "H", "H", "H", "H", "H", "H", "H", "H", "H", "H", "H", "H", "H", "H", "H", "H", "H", "H", "H", "H", "H", "H", "H", "H", "H", "H", "H", "S", "Sb", "S", "S", "C", "C", "C", "C", "C", "C", "H", "H", "H", "H", "H", "H", "H", "H", "H"],
  "coordinates": [[-0.487068, -1.116111, -0.648650], [-3.411294, -1.146971, 3.281274], [-2.203837, -1.434141, 4.031359], [-2.249270, -2.725784, 4.705802], [-1.004254, -0.952420, 3.593139], [-0.854160, -0.323687, 2.475056], [0.320168, 0.510367, 2.400298], [0.091556, 1.586052, 1.352485], [0.479314, 1.227549, -0.027589], [1.939238, 1.507757, -0.103683], [2.795506, 0.850627, -1.181851], [3.221047, -0.459150, -0.758909], [4.240740, -0.974967, -1.313614], [4.890711, -0.410415, -2.426968], [4.107481, -0.218809, -3.631362], [6.289568, -0.696911, -2.665558], [4.912879, -2.110821, -0.821927], [4.539029, -3.306008, -1.580086], [4.894046, -2.309090, 0.621356], [-0.208895, 2.085243, -1.000691], [-1.727686, 1.982147, -1.076409], [-2.180229, 0.758492, -1.693818], [-3.385613, 0.749205, -2.142085], [-4.252605, 1.833677, -1.864554], [-5.077323, 2.384605, -2.913984], [-4.780148, 1.973054, -0.526578], [-3.923500, -0.168370, -3.008846], [-5.259033, -0.676771, -2.743642], [-3.123511, -1.117345, -3.763094], [0.035242, -1.002349, 4.534689], [1.230724, -1.752377, 4.208849], [-0.220848, -0.845824, 5.944662], [-4.256047, -1.163522, 3.977444], [-3.579573, -1.881193, 2.496583], [-3.323167, -0.163065, 2.824571], [-1.264582, -3.007379, 5.069868], [-2.573749, -3.505634, 4.011879], [-2.950382, -2.675496, 5.545582], [1.228479, -0.057202, 2.160296], [0.477057, 0.994108, 3.374666], [0.649057, 2.495683, 1.629324], [-0.970900, 1.811342, 1.405876], [2.407986, 1.219383, 0.836894], [2.032331, 2.601736, -0.204947], [3.687212, 1.478014, -1.338143], [2.234148, 0.817352, -2.117416], [3.073065, -0.483944, -3.426052], [4.470012, -0.872608, -4.435575], [4.159198, 0.816433, -3.986412], [6.800424, -0.822880, -1.716646], [6.731793, 0.148417, -3.201582], [6.445933, -1.604170, -3.265396], [4.592284, -3.096951, -2.650806], [3.520792, -3.629315, -1.340284], [5.235151, -4.114174, -1.345191], [5.164484, -1.367577, 1.101467], [5.642200, -3.066551, 0.869893], [3.926690, -2.635524, 0.992868], [0.181174, 1.846498, -1.991094], [0.028011, 3.140491, -0.775200], [-2.068435, 2.846362, -1.664338], [-2.163765, 2.110725, -0.080262], [-4.659079, 2.113504, -3.880895], [-5.079312, 3.476821, -2.828569], [-6.123620, 2.048588, -2.873591], [-4.216277, 1.342503, 0.159112], [-5.835116, 1.667612, -0.478932], [-4.716084, 3.013608, -0.188549], [-5.828093, 0.001636, -2.112513], [-5.183019, -1.640723, -2.230101], [-5.790323, -0.821821, -3.688294], [-3.430619, -1.077121, -4.816505], [-3.272153, -2.129635, -3.392891], [-2.072042, -0.885877, -3.653272], [1.224580, -2.020052, 3.153749], [1.278375, -2.685017, 4.785874], [2.129612, -1.165417, 4.434684], [-1.174771, -0.344524, 6.094726], [0.574355, -0.225568, 6.374221], [-0.233269, -1.795481, 6.496481], [-2.024954, -5.680359, 0.806068], [-1.130457, -4.384527, -0.859280], [-2.431623, -2.294543, -0.834258], [0.523920, -2.897733, 0.235859], [-0.090313, -0.906478, -5.994359], [0.247796, 0.210667, -4.994966], [1.576162, 0.852019, -5.427842], [-0.820237, 1.318990, -5.058907], [0.280542, -0.357310, -3.630250], [0.151222, -0.863831, -2.526145], [-0.190469, -0.501141, -7.005503], [-1.016228, -1.406692, -5.716569], [0.707021, -1.651036, -5.999880], [1.418171, 1.435113, -6.338653], [2.329613, 0.095092, -5.644499], [1.966027, 1.522994, -4.660200], [-0.904815, 1.694043, -6.082761], [-0.540261, 2.152009, -4.409868], [-1.796790, 0.961741, -4.735866]],
  "forces_ev_per_angstrom": [[-0.62, 0.24, 0.36], [0.09, 0.18, 0.06], [-0.32, -0.36, -0.07], [-0.02, 0.02, -0.09], [0.39, 0.82, -0.26], [-0.34, -0.63, 0.41], [0.14, 0.15, -0.28], [0.00, 0.33, 0.14], [-0.15, -0.91, 0.23], [0.28, 0.00, -0.12], [-0.39, 0.13, 0.01], [0.18, -0.44, 0.19], [0.45, 0.44, -0.01], [-0.06, -0.32, -0.15], [-0.01, 0.09, 0.07], [-0.05, 0.09, 0.05], [-0.27, -0.08, 0.16], [0.14, 0.00, 0.11], [-0.02, 0.09, -0.28], [-0.15, 0.25, -0.20], [0.10, 0.23, -0.02], [-0.07, -0.59, 0.31], [0.07, 0.43, -0.09], [-0.25, -0.21, -0.06], [0.05, 0.10, 0.07], [0.16, 0.12, 0.01], [0.13, -0.26, 0.19], [0.01, 0.00, 0.01], [0.01, 0.09, -0.11], [-0.08, -0.46, 0.18], [0.07, 0.13, -0.07], [0.09, 0.11, 0.01], [0.01, 0.01, -0.07], [0.00, -0.10, -0.22], [-0.02, -0.03, 0.01], [-0.05, 0.03, 0.01], [-0.03, -0.03, -0.03], [0.07, -0.07, -0.02], [-0.02, 0.01, -0.02], [0.21, 0.03, -0.12], [-0.13, 0.05, 0.00], [0.01, 0.09, -0.15], [-0.19, 0.03, 0.12], [0.06, -0.03, 0.10], [-0.14, 0.10, -0.08], [0.00, 0.00, -0.05], [-0.08, 0.05, -0.14], [0.01, -0.02, 0.04], [-0.05, -0.07, -0.01], [0.08, 0.01, -0.03], [0.00, -0.04, -0.03], [-0.01, 0.00, 0.00], [0.02, 0.00, 0.04], [-0.06, 0.01, 0.01], [0.00, 0.00, -0.04], [-0.05, -0.08, 0.05], [-0.01, 0.04, 0.00], [-0.30, -0.03, 0.10], [0.10, 0.01, 0.02], [0.06, -0.04, 0.00], [0.03, 0.03, 0.10], [0.03, 0.02, -0.01], [-0.05, 0.01, -0.01], [-0.04, -0.01, -0.03], [0.03, -0.05, -0.01], [-0.01, 0.01, 0.02], [0.01, -0.02, -0.01], [-0.01, -0.02, 0.06], [0.00, 0.00, -0.05], [-0.02, 0.01, 0.00], [-0.05, 0.02, 0.02], [0.05, 0.07, 0.00], [0.03, -0.02, 0.06], [0.09, -0.02, 0.00], [0.03, -0.01, -0.06], [-0.02, 0.00, 0.01], [0.00, -0.05, -0.05], [0.01, -0.01, 0.01], [-0.05, -0.03, 0.06], [-0.01, -0.01, -0.01], [0.04, 0.05, 0.05], [-0.14, -0.02, 0.18], [-0.56, 0.12, 0.09], [0.99, -0.10, 0.41], [0.01, 0.03, 0.01], [-0.07, 0.12, -0.17], [0.01, -0.05, 0.09], [-0.05, -0.04, 0.05], [0.32, -0.20, -0.13], [0.45, 0.53, -1.01], [-0.02, 0.02, 0.00], [-0.05, -0.01, -0.03], [-0.03, -0.03, 0.03], [0.00, -0.02, -0.03], [0.04, -0.03, 0.07], [-0.05, 0.00, 0.00], [0.00, 0.01, 0.00], [0.00, 0.00, 0.01], [0.01, -0.02, -0.01]],
  "e_homo_ev": [-3.3458, -3.3980],
  "s_squared": 2.031,
  "total_energy_ha": -3989.366474,
  "gap_ev": [5.74, 5.79],
  "multiplicity": 3,
  "lumo_energy_ev": [2.39, 2.39],
  "total_charge": -1
}